[1]
The following is a DFT calculation (the ωB97M-V functional and the def2-TZVPD basis) of a structure of composition C2H8NO2 in a non-equilibrium geometry.

Last column: Mulliken charge in e.
CARTESIAN COORDINATES (ANGSTROEM)
C1 -0.181 0.446 -0.393  -0.48
O1 -0.759 1.559 0.204  -0.58
C2 -0.692 -0.932 0.027  -0.40
N1 0.546 -2.213 -0.596  -0.65
H1 0.903 0.488 -0.251  0.33
H2 -0.412 0.452 -1.477  0.21
H3 -1.771 -1.130 -0.015  0.33
H4 -0.150 -1.572 0.757  0.27
H5 0.109 -3.133 -0.431  0.18
H6 -0.511 -1.604 -1.008  0.20
H7 1.773 3.067 0.938  0.16
H8 0.034 1.961 0.769  0.47
O2 1.111 2.610 1.474  -1.05

Output
LUMO energy: 3.9 eV
net charge: -1
orbital gap: 7.48 eV


[2]
The following is a DFT calculation (the ωB97M-V functional and the def2-TZVPD basis) of a structure of composition C11H13FeN2O6S.

Last column: Mulliken charge in e.
CARTESIAN COORDINATES (ANGSTROEM)
Fe1 0.173 -0.362 -0.340  0.67
O1 -1.039 -1.555 1.515  -0.45
C1 -0.056 -2.225 2.315  -0.71
C2 1.098 -1.280 2.607  -0.77
N1 1.684 -0.664 1.422  0.53
C3 2.330 0.622 1.681  -0.61
C4 2.210 1.595 0.495  0.44
O2 2.858 2.633 0.545  -0.75
O3 1.397 1.223 -0.424  -0.59
C5 2.615 -1.542 0.699  -0.57
C6 1.878 -2.714 0.047  0.42
O4 2.334 -3.853 0.152  -0.76
O5 0.807 -2.356 -0.551  -0.58
H1 -1.444 -2.222 0.952  0.31
H2 0.287 -3.128 1.815  0.41
H3 -0.509 -2.504 3.270  0.37
H4 1.845 -1.844 3.186  0.30
H5 0.722 -0.476 3.242  0.45
H6 3.388 0.501 1.931  0.31
H7 1.851 1.121 2.525  0.34
H8 3.420 -1.912 1.343  0.31
H9 3.051 -0.942 -0.103  0.38
O6 -1.699 0.577 -0.234  -0.74
N2 -2.124 1.203 -1.318  0.43
C7 -2.994 2.218 -1.132  -0.20
C8 -3.525 2.918 -2.178  -0.71
C9 -3.139 2.566 -3.477  -0.07
C10 -2.246 1.543 -3.654  -0.82
C11 -1.701 0.825 -2.565  0.56
S1 -0.586 -0.449 -2.719  -0.40
H10 -3.220 2.416 -0.096  0.39
H11 -4.216 3.725 -1.982  0.37
H12 -3.536 3.099 -4.333  0.35
H13 -1.912 1.246 -4.638  0.37

Output
LUMO energy (spin up / spin down): 2.9 / 2.9 eV
⟨S²⟩: 6.010
net charge: -1
multiplicity: 5
orbital gap (spin up / spin down): 7.74 / 7.58 eV


[3]
The following is a DFT calculation (the ωB97M-V functional and the def2-TZVPD basis) of the molecule C6H4BrCl2N in a non-equilibrium geometry.

Last column: Mulliken charge in e.
CARTESIAN COORDINATES (ANGSTROEM)
Cl1 2.626 -1.845 0.870  -0.18
C1 1.981 -0.429 0.130  0.28
Br1 3.347 0.878 -0.242  -0.12
C2 0.705 -0.234 -0.201  0.50
C3 0.250 1.053 -0.782  -0.65
C4 -0.952 1.473 -0.462  -0.31
N1 -1.727 0.847 0.527  -0.49
C5 -1.412 -0.284 0.953  -0.16
C6 -0.436 -1.153 0.133  -0.46
Cl2 -1.784 -1.793 -1.141  -0.19
H1 0.886 1.563 -1.320  0.58
H2 -1.202 2.445 -0.968  0.29
H3 -2.031 -0.544 1.763  0.48
H4 -0.252 -1.976 0.741  0.42

Output
LUMO energy: -0.8 eV
net charge: 0
SMILES: Cl/C(Br)=C1/C=CN=C[C@H]1Cl
orbital gap: 8.41 eV


[4]
The following is a DFT calculation (the ωB97M-V functional and the def2-TZVPD basis) of the molecule C2H7N5O in a non-equilibrium geometry.

Last column: Mulliken charge in e.
CARTESIAN COORDINATES (ANGSTROEM)
N1 2.545 -0.774 0.229  -0.35
N2 2.638 0.488 -0.232  -0.48
C1 1.584 1.157 -0.053  -0.01
N3 0.330 0.713 0.058  -0.11
N4 0.033 -0.651 -0.142  -0.42
C2 -1.157 -0.983 -0.170  -0.10
N5 -2.377 -0.398 0.065  -0.11
O1 -2.442 1.018 -0.092  -0.52
H1 1.615 -1.222 0.207  0.36
H2 3.241 -1.396 -0.124  0.22
H3 1.681 2.232 -0.032  0.32
H4 -0.414 1.313 -0.239  0.32
H5 -1.490 -2.070 -0.187  0.25
H6 -3.287 -0.807 -0.164  0.26
H7 -2.501 1.380 0.876  0.37

Output
LUMO energy: 0.4 eV
net charge: 0
SMILES: N/N=C\N/N=C\NO
orbital gap: 7.25 eV


[5]
The following is a DFT calculation (the ωB97M-V functional and the def2-TZVPD basis) of a structure of composition H22HeO11 in a non-equilibrium geometry.

Last column: Mulliken charge in e.
CARTESIAN COORDINATES (ANGSTROEM)
He1 -3.495 18.662 6.695  0.02
O1 -3.820 16.624 3.828  -0.62
H1 -3.961 17.104 3.012  0.27
H2 -4.555 16.012 3.876  0.29
O2 -2.999 15.056 6.650  -0.61
H3 -3.555 14.407 7.081  0.30
H4 -2.207 15.087 7.187  0.29
O3 -5.055 20.601 8.446  -0.69
H5 -4.424 21.305 8.295  0.31
H6 -4.550 19.917 8.885  0.40
O4 -5.749 16.393 6.827  -0.63
H7 -4.819 16.229 6.673  0.31
H8 -5.838 17.344 6.764  0.36
O5 -0.186 18.508 8.897  -0.59
H9 0.255 17.982 9.564  0.27
H10 0.346 18.390 8.110  0.30
O6 -1.438 21.217 7.430  -0.59
H11 -0.952 20.496 7.830  0.28
H12 -1.308 21.101 6.488  0.36
O7 -3.352 18.867 9.871  -0.67
H13 -2.794 18.312 9.327  0.28
H14 -2.748 19.487 10.280  0.32
O8 -1.179 20.625 4.592  -0.69
H15 -1.435 19.702 4.590  0.43
H16 -0.223 20.608 4.546  0.30
O9 -5.975 19.283 6.062  -0.73
H17 -5.521 19.831 6.703  0.41
H18 -6.897 19.526 6.148  0.32
O10 -1.484 17.857 4.692  -0.68
H19 -1.027 17.451 5.428  0.30
H20 -2.303 17.367 4.617  0.37
O11 -5.690 21.040 3.753  -0.63
H21 -6.334 20.902 3.059  0.30
H22 -5.720 20.236 4.272  0.34

Output
LUMO energy: -0.4 eV
net charge: 0
orbital gap: 10.32 eV


Q: net charge of number 3 (C6H4BrCl2N)?
A: 0


Q: net charge of number 1 (C2H8NO2)?
A: -1